No. 1
C22H43Br2O6P2PdSi as an isolated structure. Source: the Open Molecules 2025 dataset; level of theory: the ωB97M-V functional and the def2-TZVPD basis.

XYZ file:
```
77
C22H43Br2O6P2PdSi | the Open Molecules 2025 dataset | the ωB97M-V functional and the def2-TZVPD basis
Pd 0.324 1.105 -2.205
C -0.497 -0.554 5.024
C -0.565 0.095 3.658
C -1.964 0.133 3.078
O 0.278 -0.693 2.781
P 1.145 0.044 1.666
O 0.690 1.401 1.343
C 1.131 -1.154 0.327
P -0.493 -1.618 -0.337
O -1.213 -0.471 -0.903
O -0.159 -2.848 -1.269
C 0.138 -2.896 -2.703
C 1.244 -1.938 -3.096
C -1.143 -2.693 -3.483
O -1.299 -2.290 0.843
C -1.272 -3.632 1.368
C 0.136 -4.114 1.669
C -2.044 -4.576 0.464
O 2.593 -0.084 2.311
C 3.827 0.554 1.872
C 4.405 -0.176 0.675
C 3.657 2.044 1.636
H -1.104 0.008 5.737
H 0.531 -0.586 5.386
H -0.881 -1.575 4.972
H -0.163 1.108 3.697
H -2.365 -0.880 2.995
H -1.952 0.583 2.084
H -2.621 0.723 3.721
H 1.645 -2.049 0.681
H 1.725 -0.745 -0.499
H 0.494 -3.921 -2.814
H 0.918 -0.897 -3.068
H 1.496 -2.108 -4.144
H 2.157 -2.049 -2.516
H -1.528 -1.685 -3.323
H -1.895 -3.429 -3.189
H -0.942 -2.801 -4.550
H -1.810 -3.530 2.312
H 0.713 -4.231 0.750
H 0.081 -5.086 2.162
H 0.645 -3.416 2.335
H -1.488 -4.780 -0.450
H -3.006 -4.137 0.199
H -2.224 -5.518 0.986
H 4.477 0.397 2.734
H 3.842 0.019 -0.240
H 4.441 -1.251 0.860
H 5.423 0.175 0.496
H 3.047 2.235 0.755
H 4.645 2.481 1.475
H 3.197 2.524 2.500
Br -1.021 0.953 -4.392
C 3.724 0.337 -2.902
Br 2.702 1.988 -2.016
H 3.644 0.694 -3.941
H 4.732 0.658 -2.587
C -0.710 4.259 -3.353
Si -0.525 3.143 -1.868
C 0.507 4.090 -0.617
C -2.174 2.748 -1.039
C -2.383 3.103 0.297
C -3.581 2.815 0.941
C -4.595 2.156 0.259
C -4.401 1.786 -1.067
C -3.203 2.076 -1.705
H -1.072 5.235 -3.008
H -1.401 3.848 -4.085
H 0.263 4.398 -3.830
H 0.026 5.051 -0.399
H 1.498 4.304 -1.021
H 0.619 3.519 0.307
H -1.595 3.595 0.854
H -3.717 3.098 1.979
H -5.527 1.923 0.760
H -5.180 1.256 -1.602
H -3.047 1.750 -2.728
```

Summary:
E_HOMO: -4.0 eV
Max |F|: 0.579 eV Å⁻¹
Total charge: -1
HOMO-LUMO gap: 6.48 eV
DFT total energy: -7563.91238 Ha
Energy relative to the best compared isomer or geometry (same formula, charge and spin): 60.74 kJ/mol

Atom charges from the Mulliken analysis, given in e for atoms 1 to 4: 0.51 -1.60 0.69 -0.77

No. 2
C22H44BEuF2NS4Si3 as an isolated structure. Source: the Open Molecules 2025 dataset; level of theory: the ωB97M-V functional and the def2-TZVPD basis.

XYZ file:
```
78
C22H44BEuF2NS4Si3 | the Open Molecules 2025 dataset | the ωB97M-V functional and the def2-TZVPD basis
Eu 0.102 -0.194 0.187
C -4.269 -1.065 -1.530
C -3.523 -2.395 -1.462
S -1.775 -2.338 -1.918
C -1.892 -1.891 -3.666
C -0.652 -1.148 -4.160
S -0.213 0.329 -3.216
C -1.667 1.329 -3.607
C -1.562 2.707 -2.973
S -1.424 2.679 -1.174
C -3.151 2.809 -0.660
C -4.079 1.675 -1.079
S -3.482 0.112 -0.415
H -5.309 -1.225 -1.239
H -4.268 -0.658 -2.544
H -4.027 -3.145 -2.072
H -3.514 -2.765 -0.434
H -2.782 -1.282 -3.817
H -2.011 -2.807 -4.248
H -0.799 -0.848 -5.198
H 0.226 -1.792 -4.126
H -2.553 0.810 -3.245
H -1.723 1.418 -4.695
H -2.431 3.314 -3.239
H -0.674 3.224 -3.339
H -3.542 3.757 -1.032
H -3.097 2.871 0.428
H -4.151 1.604 -2.167
H -5.078 1.880 -0.690
C -0.084 -2.217 2.823
Si 1.744 -2.090 2.275
C 2.411 -0.518 3.060
C 2.615 -3.505 3.145
C 1.852 -2.009 0.431
Si 1.598 -3.666 -0.325
C 0.052 -4.498 0.363
C 1.404 -3.595 -2.206
C 2.998 -4.891 -0.043
Si 3.338 -1.157 -0.190
C 4.992 -1.706 0.507
C 3.513 -1.123 -2.063
C 3.266 0.752 0.124
C 4.429 1.512 0.267
C 4.354 2.888 0.404
C 3.108 3.496 0.398
C 1.994 2.697 0.240
N 2.063 1.370 0.092
H -0.354 -1.412 3.512
H -0.239 -3.166 3.348
H -0.806 -2.201 2.003
H 2.170 -0.509 4.129
H 1.984 0.392 2.634
H 3.501 -0.453 2.962
H 2.524 -3.380 4.230
H 3.680 -3.548 2.894
H 2.165 -4.467 2.883
H -0.776 -3.796 0.471
H 0.238 -4.940 1.350
H -0.277 -5.301 -0.305
H 1.223 -2.571 -2.533
H 0.569 -4.222 -2.535
H 2.310 -3.948 -2.710
H 3.219 -5.023 1.017
H 3.912 -4.539 -0.535
H 2.757 -5.874 -0.466
H 5.052 -2.798 0.491
H 5.106 -1.388 1.548
H 5.839 -1.316 -0.066
H 3.684 -2.111 -2.497
H 4.362 -0.484 -2.329
H 2.619 -0.696 -2.527
H 5.391 1.013 0.282
H 5.253 3.480 0.522
H 2.997 4.566 0.518
H 1.000 3.129 0.241
F -0.126 1.608 2.586
B -1.182 0.976 1.935
F -2.330 1.260 2.617
```

Summary:
E_HOMO (spin up / spin down): -6.3 / -6.6 eV
Max |F|: 2.428 eV Å⁻¹
HOMO-LUMO gap (spin up / spin down): 6.39 / 6.67 eV
DFT total energy: -4315.75230 Ha
Energy relative to the best compared isomer or geometry (same formula, charge and spin): 55.50 kJ/mol
<S²>: 15.761
Spin multiplicity: 8

Atom charges from the Mulliken analysis, given in e for atoms 1 to 4: 0.20 -0.70 -1.31 0.44

No. 3
C22H44BiN3OP3S as an isolated structure. Source: the Open Molecules 2025 dataset; level of theory: the ωB97M-V functional and the def2-TZVPD basis.

XYZ file:
```
75
C22H44BiN3OP3S | the Open Molecules 2025 dataset | the ωB97M-V functional and the def2-TZVPD basis
Bi 0.363 0.060 -0.686
P -1.582 2.328 -0.193
P -1.724 -1.327 0.642
P 2.209 1.889 -1.630
H -0.972 -4.460 -3.166
C 0.031 -4.183 -3.528
C 1.126 -4.432 -2.756
H 0.977 -4.732 -1.721
C -2.637 2.267 -1.712
C -2.792 2.306 1.206
C -0.830 4.009 -0.162
C -1.342 -3.111 0.663
C -2.120 -1.046 2.413
C -3.390 -1.329 -0.124
C 3.608 0.840 -2.201
C 2.927 3.198 -0.555
C 1.573 2.772 -3.105
H 0.053 -3.809 -4.549
H 2.134 -4.396 -3.143
H -3.377 3.080 -1.777
H -3.168 1.300 -1.750
H -1.984 2.316 -2.600
H -3.445 3.196 1.251
H -2.261 2.232 2.172
H -3.436 1.415 1.126
H -1.559 4.835 -0.129
H -0.198 4.132 -1.058
H -0.167 4.111 0.714
H -2.270 -3.661 0.871
H -0.608 -3.312 1.456
H -0.945 -3.431 -0.310
H -2.952 -1.714 2.685
H -2.404 0.001 2.582
H -1.252 -1.296 3.042
H -3.970 -2.102 0.397
H -3.311 -1.590 -1.189
H -3.899 -0.361 -0.025
H 4.308 1.410 -2.827
H 3.255 -0.027 -2.779
H 4.157 0.454 -1.330
H 3.720 3.742 -1.101
H 3.363 2.780 0.369
H 2.141 3.914 -0.254
H 2.418 3.024 -3.756
H 1.097 3.726 -2.829
H 0.891 2.167 -3.728
C 1.359 -1.164 -5.571
C 0.925 -0.464 -6.719
C 1.249 -0.920 -7.993
C 2.005 -2.076 -8.164
C 2.459 -2.775 -7.041
C 2.147 -2.323 -5.743
S 0.892 -0.514 -4.000
H 0.685 -1.501 -3.010
H 0.304 0.424 -6.603
H 0.946 -0.359 -8.876
H 2.271 -2.444 -9.162
H 3.091 -3.654 -7.167
H 2.474 -2.891 -4.876
C 4.017 -1.758 2.525
N 2.989 -0.751 2.788
C 2.935 -0.149 4.008
C 2.007 0.815 4.238
C 1.206 1.208 3.159
N 1.247 0.600 1.956
C 2.124 -0.397 1.799
O 2.180 -1.038 0.690
N 0.338 2.231 3.298
H 3.531 -2.712 2.279
H 4.625 -1.849 3.432
H 4.627 -1.432 1.668
H 3.642 -0.493 4.737
H 1.928 1.359 5.180
H 0.238 2.684 4.191
H -0.228 2.595 2.515
```

Summary:
E_HOMO: -15.2 eV
Max |F|: 2.131 eV Å⁻¹
Total charge: +3
HOMO-LUMO gap: 4.87 eV
DFT total energy: -2740.11711 Ha
Energy relative to the best compared isomer or geometry (same formula, charge and spin): 24.04 kJ/mol

Atom charges from the Mulliken analysis, given in e for atoms 1 to 4: 2.27 0.44 0.49 0.41